# 1
55
Properties=species:S:1:pos:R:3:forces:R:3 method="wB97M-V/def2-TZVPD" lumo_energy_ha=0.0137 homo_energy_ev=-8.50 largest_force_ev_per_a=0.25
Fe -0.0187 0.3889 0.0748 -0.01 -0.02 0.01
O 1.5214 1.6349 0.8271 0.01 -0.01 0.00
C 0.9148 2.5529 1.7734 0.00 0.00 0.01
C -0.2791 1.8939 2.4419 0.00 0.01 0.01
N -1.1710 1.3319 1.4243 -0.02 0.03 -0.02
C -1.9060 2.3854 0.6853 0.05 0.02 0.04
C -1.1249 2.9004 -0.5228 -0.19 -0.07 -0.16
O -1.3249 4.0211 -0.9503 0.07 0.00 0.07
O -0.3211 2.0183 -1.0212 0.04 0.01 0.04
C -2.1103 0.3085 1.9048 0.00 0.01 -0.01
C -2.4949 -0.6216 0.7340 0.02 -0.03 0.00
O -3.4507 -1.3655 0.8766 0.03 0.02 0.00
O -1.7147 -0.5527 -0.2898 -0.04 0.00 0.02
H 1.6255 2.1258 -0.0014 0.01 0.00 -0.02
H 0.6142 3.4586 1.2450 0.00 0.00 0.01
H 1.6620 2.8199 2.5216 0.00 0.01 0.01
H -0.7908 2.6364 3.0665 0.00 0.00 0.01
H 0.0547 1.0824 3.0852 0.01 0.00 0.01
H -2.1808 3.2116 1.3447 0.00 0.00 0.01
H -2.8241 1.9475 0.2915 0.02 0.01 -0.02
H -3.0113 0.7438 2.3442 0.00 0.00 0.00
H -1.6218 -0.2930 2.6729 -0.01 0.01 0.00
C 1.5344 -2.0527 -2.6495 -0.01 -0.01 -0.01
As 0.7864 -0.3465 -2.0693 0.02 0.05 0.03
C -0.7465 -0.2250 -3.2427 0.03 0.00 0.00
C 2.0239 0.8743 -2.9383 0.00 0.01 0.00
H 1.4913 -2.1046 -3.7371 0.01 -0.02 0.00
H 0.9560 -2.8773 -2.2335 0.01 0.00 -0.01
H 2.5728 -2.1475 -2.3337 -0.01 0.01 -0.01
H -0.4626 -0.4678 -4.2662 -0.01 0.00 -0.01
H -1.1213 0.7944 -3.1818 0.00 0.00 0.00
H -1.5165 -0.9022 -2.8800 0.00 -0.01 0.00
H 2.1313 0.6248 -3.9933 0.00 0.01 -0.01
H 3.0023 0.8305 -2.4592 -0.01 -0.02 0.01
H 1.6137 1.8784 -2.8370 0.01 -0.01 -0.02
C -0.2076 -2.9502 0.9937 0.00 0.00 0.00
P 0.7376 -1.4188 1.2575 0.01 -0.01 -0.01
C 2.4380 -1.9297 0.8107 -0.04 -0.02 -0.01
C 0.9116 -1.3260 3.0755 0.03 -0.02 0.00
C 1.9649 -0.5788 3.6081 -0.01 0.00 0.01
C 2.0995 -0.4210 4.9781 0.00 0.00 0.00
C 1.1788 -1.0046 5.8394 0.00 0.00 0.00
C 0.1315 -1.7508 5.3221 0.00 0.00 0.00
C -0.0003 -1.9131 3.9484 0.00 0.00 0.00
H -1.2461 -2.8343 1.3042 0.01 0.01 0.00
H 0.2472 -3.7970 1.5089 0.00 0.00 0.00
H -0.2299 -3.1359 -0.0808 0.00 -0.01 0.01
H 2.8195 -2.6778 1.5058 0.00 0.00 0.00
H 3.1014 -1.0653 0.8057 -0.01 0.02 0.00
H 2.4204 -2.3514 -0.1926 0.01 0.01 0.02
H 2.6803 -0.1058 2.9443 0.00 0.00 0.00
H 2.9231 0.1585 5.3755 0.00 0.00 0.00
H 1.2808 -0.8798 6.9094 0.00 0.00 0.00
H -0.5871 -2.2124 5.9868 0.00 0.00 0.00
H -0.8244 -2.5012 3.5630 0.00 0.00 0.00

# 2
92
Properties=species:S:1:pos:R:3:forces:R:3 method="wB97M-V/def2-TZVPD" lumo_energy_ha="-0.3729 / -0.3727" total_charge=+3 homo_energy_ev="-16.59 / -16.59" largest_force_ev_per_a=1.50 e_above_lowest_kcal_mol=0.0
Os 1.7193 0.1766 -0.0956 -0.30 -1.32 -0.65
O 3.3826 -1.0043 0.2629 0.12 0.35 0.12
C 3.1389 -2.1108 1.1834 -0.04 0.04 0.07
C 2.0896 -1.6469 2.1503 -0.04 0.02 -0.01
C 1.9982 -2.1764 3.4203 0.00 -0.02 -0.01
C 0.9823 -1.7410 4.2600 0.02 0.00 -0.01
C 0.0843 -0.7941 3.7949 -0.02 0.04 -0.05
C 0.2349 -0.3012 2.5147 -0.07 -0.05 0.05
N 1.2251 -0.7055 1.7070 0.05 0.11 0.01
H 3.9719 -1.2516 -0.4650 0.02 0.00 0.02
H 4.0714 -2.3608 1.6855 -0.01 0.00 0.00
H 2.7820 -2.9594 0.5949 0.02 -0.02 0.02
H 2.7197 -2.9117 3.7501 0.00 -0.01 0.01
H 0.9010 -2.1341 5.2646 0.00 0.00 0.01
H -0.7246 -0.4321 4.4124 0.00 0.01 0.02
H -0.4394 0.4358 2.1026 0.01 0.01 0.03
C 2.9596 0.4669 -3.1424 -0.03 -0.03 0.01
O 2.4558 1.0661 -1.9368 -0.01 0.07 0.23
Si 1.5946 2.5574 -1.7947 0.30 0.06 -0.14
C 0.0999 2.4328 -2.8993 0.09 0.00 0.04
C 2.7106 3.9603 -2.2697 -0.16 -0.14 -0.11
C 1.2867 2.0810 0.0156 0.05 0.34 0.03
Si 2.8331 2.6625 1.2077 -0.22 0.32 -0.12
C 4.4537 2.1424 0.4365 0.02 -0.09 0.03
C 2.7035 4.5282 1.2526 0.08 -0.18 0.11
C 2.7719 1.9061 2.9145 0.14 -0.02 -0.06
Si -0.3698 2.9559 0.6346 0.32 -0.08 0.31
C -1.8019 1.8288 0.2047 -0.01 -0.04 0.06
C -0.4735 4.5981 -0.2584 0.06 -0.03 0.05
C -0.4265 3.3200 2.4692 -0.23 0.00 -0.09
H 3.1144 1.2446 -3.8885 0.00 -0.01 -0.02
H 2.2530 -0.2705 -3.5212 0.03 0.01 -0.02
H 3.9204 0.0005 -2.9293 -0.01 -0.02 -0.01
H 0.3500 1.7888 -3.7476 0.00 0.02 -0.03
H -0.1843 3.4021 -3.3096 -0.02 0.01 0.02
H -0.7697 1.9988 -2.4043 0.00 -0.01 0.02
H 3.0105 3.8088 -3.3122 0.02 0.03 0.00
H 3.6150 4.0435 -1.6719 0.00 0.01 0.02
H 2.1884 4.9178 -2.2432 -0.02 0.02 0.02
H 4.5934 2.4302 -0.6030 -0.02 0.03 0.00
H 4.6528 1.0754 0.5252 0.02 -0.05 0.01
H 5.2308 2.6370 1.0277 0.02 0.04 -0.02
H 2.4353 4.9914 0.3074 0.00 -0.02 -0.08
H 3.6921 4.9033 1.5325 0.01 -0.01 0.00
H 2.0056 4.8649 2.0162 -0.02 0.05 -0.01
H 3.0130 0.8408 2.9211 0.00 0.02 -0.01
H 1.8533 2.0639 3.4722 -0.08 0.02 -0.02
H 3.5782 2.3965 3.4711 -0.03 0.02 0.02
H -2.4007 2.2168 -0.6173 -0.05 0.03 -0.08
H -2.4580 1.7390 1.0733 -0.07 -0.03 -0.01
H -1.4634 0.8338 -0.0835 -0.02 -0.07 0.01
H -0.0462 4.6743 -1.2576 0.01 -0.07 -0.02
H -0.0148 5.3736 0.3560 0.01 0.04 -0.02
H -1.5324 4.8501 -0.3634 -0.02 -0.01 0.05
H -0.7382 2.4851 3.0983 0.04 -0.05 -0.03
H -1.2041 4.0860 2.5717 -0.01 -0.03 0.05
H 0.4781 3.7456 2.8896 0.05 0.04 0.02
S 0.5983 -1.2632 -1.3954 -0.18 0.90 0.19
Sb -1.6132 -2.1212 -0.7911 -0.02 -0.20 -0.01
C -3.0668 -0.8989 -1.6606 0.07 0.00 -0.05
C -2.7742 -0.2135 -2.8365 0.12 0.05 0.02
C -3.7761 0.5065 -3.4669 -0.02 0.00 0.00
C -5.0580 0.5286 -2.9309 -0.02 0.00 -0.01
C -5.3478 -0.1737 -1.7697 0.02 0.00 -0.01
C -4.3523 -0.8953 -1.1249 -0.03 -0.05 -0.05
C -2.0267 -2.4196 1.2363 0.10 -0.01 0.05
C -2.9165 -1.5709 1.8945 -0.04 0.00 -0.03
C -3.2875 -1.8511 3.2020 0.04 0.00 -0.01
C -2.7600 -2.9593 3.8511 0.03 -0.05 0.01
C -1.8499 -3.7871 3.2033 -0.03 0.01 0.03
C -1.4811 -3.5229 1.8930 0.08 -0.02 -0.09
C -1.3541 -3.8913 -1.8628 -0.14 -0.04 0.07
C -0.8768 -3.7951 -3.1692 0.06 0.05 -0.02
C -0.7648 -4.9448 -3.9336 -0.01 -0.03 0.03
C -1.1339 -6.1730 -3.3978 0.01 0.01 0.00
C -1.6201 -6.2594 -2.1009 0.01 -0.01 -0.03
C -1.7370 -5.1156 -1.3244 -0.06 -0.03 0.07
H -1.7785 -0.2319 -3.2656 0.00 -0.01 0.01
H -3.5637 1.0379 -4.3846 0.01 0.00 -0.01
H -5.8399 1.0837 -3.4314 0.00 0.00 0.00
H -6.3526 -0.1728 -1.3699 0.00 0.00 0.01
H -4.6020 -1.4638 -0.2394 -0.01 -0.02 0.01
H -3.3478 -0.7166 1.3917 0.02 0.08 -0.01
H -4.0033 -1.2173 3.7081 -0.01 0.02 -0.01
H -3.0699 -3.1875 4.8626 0.01 0.00 0.00
H -1.4489 -4.6546 3.7103 0.00 -0.01 0.00
H -0.7899 -4.1876 1.3867 -0.01 0.00 0.01
H -0.5965 -2.8403 -3.6004 -0.02 -0.01 -0.01
H -0.3996 -4.8841 -4.9494 0.00 0.01 -0.01
H -1.0505 -7.0670 -4.0005 0.00 -0.01 0.00
H -1.9204 -7.2163 -1.6968 0.00 0.00 0.01
H -2.1451 -5.1921 -0.3240 0.00 0.01 0.00

# 3
79
Properties=species:S:1:pos:R:3:forces:R:3 method="wB97M-V/def2-TZVPD" lumo_energy_ha=-0.1768 total_charge=+1 homo_energy_ev=-11.19 largest_force_ev_per_a=0.63 e_above_lowest_kcal_mol=19.4
Pb 0.4939 0.4858 0.0731 -0.42 0.42 -0.03
Cl 5.2744 -3.9897 1.4626 -0.03 -0.04 0.05
C 4.0290 -2.8901 1.8685 -0.15 -0.17 -0.02
C 4.1792 -1.5919 1.5797 -0.03 0.24 -0.07
C 3.0918 -0.6612 1.8268 0.42 -0.29 -0.15
N 2.9945 0.5229 1.3573 -0.29 -0.04 -0.01
C 4.0369 1.2344 0.7760 0.14 0.37 0.23
O 5.1783 1.1960 1.1675 0.08 -0.12 -0.11
C 3.5825 2.2483 -0.2358 0.04 -0.10 -0.08
C 4.4654 3.2379 -0.6214 0.05 0.07 -0.04
C 4.0339 4.1909 -1.5329 -0.05 0.00 -0.01
C 2.7440 4.1037 -2.0291 0.10 0.00 0.00
C 1.9268 3.0693 -1.5973 0.03 -0.10 0.00
N 2.3361 2.1609 -0.7117 -0.06 -0.05 -0.12
C 1.9426 -1.1416 2.6611 0.09 -0.62 0.01
C 1.8142 -2.5820 2.8776 -0.07 0.25 0.04
C 2.7911 -3.4084 2.4947 0.19 -0.03 -0.07
Cl 2.6363 -5.0960 2.7519 0.04 0.03 -0.03
N 1.2016 -0.2262 3.1288 -0.11 0.35 0.18
C 0.2538 -0.4388 4.1428 0.02 -0.10 0.30
O 0.4097 -1.2551 5.0222 -0.03 -0.01 -0.15
C -0.8649 0.5541 4.1742 -0.04 -0.11 0.01
C -1.8448 0.4076 5.1460 0.03 -0.01 0.01
C -2.8387 1.3679 5.2184 -0.06 0.05 -0.02
C -2.8021 2.4285 4.3279 -0.01 -0.02 -0.01
C -1.7857 2.4711 3.3804 -0.06 0.10 -0.10
N -0.8325 1.5511 3.2929 -0.06 -0.03 -0.19
H 5.0803 -1.2316 1.1067 -0.01 0.00 0.00
H 5.4582 3.2494 -0.1960 0.01 0.00 -0.01
H 4.6960 4.9870 -1.8464 -0.01 -0.01 -0.01
H 2.3664 4.8167 -2.7489 0.00 0.01 0.03
H 0.9207 2.9544 -1.9778 -0.01 0.02 0.02
H 0.9476 -2.9572 3.3983 -0.04 -0.02 -0.01
H -1.8038 -0.4313 5.8258 0.01 -0.01 -0.01
H -3.6239 1.2921 5.9589 0.01 0.02 0.01
H -3.5480 3.2112 4.3590 0.01 -0.01 -0.01
H -1.7340 3.2824 2.6607 -0.02 -0.06 0.02
Br -6.8707 -2.3361 1.0815 -0.03 -0.01 0.01
C -5.0315 -2.2272 0.6898 0.01 0.02 0.01
C -4.4726 -3.1034 -0.2303 -0.01 0.00 0.00
C -3.1246 -3.0145 -0.5265 0.00 -0.03 -0.07
C -2.3273 -2.0575 0.0990 0.10 -0.03 0.03
C -2.9083 -1.1723 0.9957 0.04 0.13 0.10
C -4.2569 -1.2568 1.3035 0.03 0.02 -0.01
N -0.9459 -1.8909 -0.1872 -0.05 0.06 -0.05
C -0.2752 -2.8625 -0.6440 0.12 -0.10 -0.03
C 1.1000 -2.7134 -1.1609 0.01 0.01 0.05
C 1.6628 -3.7709 -1.8573 0.01 -0.06 -0.05
C 2.8884 -3.5933 -2.4834 -0.01 -0.06 0.00
C 3.5069 -2.3614 -2.3946 0.05 -0.02 0.01
C 2.8934 -1.3704 -1.6433 -0.01 0.08 0.14
N 1.7299 -1.5384 -1.0250 0.04 -0.06 0.06
H -5.0922 -3.8397 -0.7235 0.00 0.01 0.01
H -2.7121 -3.6744 -1.2790 -0.01 0.02 0.01
H -2.2970 -0.4025 1.4544 -0.01 0.00 0.04
H -4.7037 -0.5635 2.0015 0.00 0.01 0.02
H -0.7040 -3.8611 -0.7468 0.02 -0.03 0.00
H 1.1321 -4.7114 -1.9291 0.01 0.01 0.00
H 3.3418 -4.4013 -3.0419 -0.01 0.01 0.00
H 4.4474 -2.1640 -2.8897 -0.01 0.01 0.02
H 3.3544 -0.3930 -1.5421 -0.01 -0.02 0.00
C -2.9402 2.2596 -4.1168 0.03 -0.01 -0.04
C -1.7708 2.1357 -3.1449 -0.02 -0.08 0.09
O -0.7916 3.1570 -3.3772 0.00 0.00 -0.03
P -2.3116 2.4124 -1.4256 0.10 0.14 0.00
O -3.5388 1.4515 -1.1996 0.02 -0.05 0.04
O -3.0477 3.8152 -1.3705 0.02 -0.16 -0.03
O -1.2005 2.2988 -0.4404 -0.13 0.06 0.00
P -0.9399 0.4830 -3.2852 -0.04 0.10 -0.01
O -2.1618 -0.5073 -2.8196 0.02 -0.03 0.00
O -0.5656 0.2346 -4.6868 0.00 0.09 0.03
O 0.0925 0.4124 -2.1844 0.08 -0.02 0.00
H -3.3965 3.2459 -4.0396 0.02 0.01 0.00
H -3.7050 1.5100 -3.9170 -0.01 0.01 -0.01
H -2.5721 2.1096 -5.1324 0.00 0.00 0.00
H -0.3800 2.9779 -4.2344 -0.05 -0.02 -0.03
H -3.3657 0.5514 -1.5340 0.00 0.01 0.01
H -2.4331 4.5592 -1.3520 0.01 0.03 0.04
H -2.5137 -0.9498 -3.6036 -0.05 -0.02 0.02

# 4
16
Properties=species:S:1:pos:R:3:forces:R:3 method="wB97M-V/def2-TZVPD" lumo_energy_ha="-0.2556 / -0.2557" total_charge=+1 homo_energy_ev="-13.17 / -13.17" largest_force_ev_per_a=5.43 e_above_lowest_kcal_mol=113.8
C -2.5263 1.1207 -0.4586 3.12 0.79 0.67
C 1.5045 -1.0243 0.2859 -4.11 0.10 -1.60
C -0.7325 -0.8069 0.1359 0.05 1.92 -0.43
C -0.4016 0.6038 -0.1056 3.32 -2.98 0.70
C -3.0867 -0.0569 -0.2404 -1.87 -2.81 0.02
C -2.1405 -1.0612 0.1233 -0.19 0.35 0.16
C 2.6931 1.2224 0.0148 -1.14 -2.25 0.27
N 0.3129 -1.6241 0.2620 -0.71 -1.06 1.20
N -1.3575 1.4205 -0.4111 -0.14 1.04 -0.93
N 1.6111 0.1871 -0.0956 -3.69 3.98 -0.13
H 2.2676 -1.6822 0.3096 3.14 -1.71 0.68
H -4.1184 -0.3437 -0.3592 -0.12 0.26 0.21
H -2.6426 -1.9992 0.4566 0.94 0.57 -0.54
H 3.1331 0.9596 1.0039 0.14 1.14 -0.78
H 3.3141 0.8981 -0.8322 0.33 1.01 0.35
H 2.1696 2.1863 -0.0895 0.93 -0.34 0.15

# 5
10
Properties=species:S:1:pos:R:3:forces:R:3 method="wB97M-V/def2-TZVPD" smiles="[H]/N=C/P(=O)=O.O" lumo_energy_ha=-0.0042 homo_energy_ev=-10.67 largest_force_ev_per_a=0.99 e_above_lowest_kcal_mol=29.2
H -1.4833 -2.2335 -0.7394 -0.19 0.41 -0.04
N -0.8427 -1.9195 -0.0129 0.22 -0.96 -0.09
C -0.8823 -0.7211 0.3241 0.17 0.42 0.36
P 0.3032 -0.2360 1.6363 0.19 0.76 0.19
O 1.3723 -1.1505 1.9860 0.16 -0.57 -0.40
O -0.0372 1.0015 2.3277 -0.48 0.20 -0.26
H -1.5258 0.0793 -0.0493 -0.02 -0.06 -0.02
O 1.4392 0.9217 -0.3066 -0.17 -0.37 0.18
H 1.5231 1.8437 -0.0362 0.17 -0.08 0.09
H 2.3004 0.4934 -0.2004 -0.05 0.25 0.00